ORCA calculation (ωB97M-V/def2-TZVPD) on one molecule with the formula C3H6S2.

```
11
Properties=species:S:1:pos:R:3:forces:R:3:lowdin_charge:R:1
C -0.74106 -0.99447 -1.29521 -1.274 0.583 0.075 -0.008
C 0.26877 -0.32310 -0.46720 3.598 -2.232 1.413 -0.368
C 0.17697 -0.02164 1.14866 -0.780 -1.793 -3.401 -0.572
S 0.15859 2.98445 1.40704 -1.073 0.687 1.168 0.288
S -0.76749 1.15206 1.78379 -0.983 0.953 1.113 0.466
H -1.60014 -0.35753 -1.66348 0.879 -1.341 0.278 0.066
H -0.57878 -2.08268 -1.54173 -0.672 1.529 0.206 0.066
H 1.08599 -1.15476 -0.41510 -0.830 1.595 -0.097 0.112
H 0.77651 0.50160 -0.92566 -0.076 0.742 -0.477 0.072
H -0.18963 -0.97795 1.47880 0.025 -0.294 1.052 0.022
H -0.67796 3.51980 2.42734 1.186 -0.429 -1.330 -0.143
```
Positions in Å, forces in eV/Å.

Calculated values
Electronic energy (eV): -24874.0076
Strongest force on any atom (eV/A): 4.5
Total charge: 0
HOMO (spin up / spin down) (eV): -8.305 / -7.711